{"formula": "H5N3S", "method": "the ωB97M-V functional and the def2-TZVPD basis", "symbols": ["S", "N", "N", "N", "H", "H", "H", "H", "H"], "xyz": [[0.2387, 1.2414, 0.4268], [-1.4065, 0.5517, 0.5093], [1.0225, -1.0585, -0.4100], [0.7761, 0.2930, -0.8343], [0.1162, 0.4670, -1.5757], [-2.1239, 1.1546, 0.1755], [1.8046, -1.5932, -0.8326], [-1.8026, 0.0718, 1.2814], [0.0963, -1.4522, -0.4569]], "atomic_forces_ev_per_a": [[-2.0, -0.9, 0.2], [1.2, 0.6, -0.7], [-0.7, 0.6, -0.3], [1.8, 0.3, 0.8], [0.1, -0.8, -0.6], [-0.2, 0.8, -0.5], [-1.1, 1.0, -0.2], [0.6, -0.5, 1.2], [0.3, -1.2, 0.1]], "relative_energy_kcal_mol": 9.45, "homo_ev": -8.96, "smiles": "NNSN", "energy_ha": -565.37803, "homo_lumo_gap_ev": 9.9}